[1]
{"formula": "C35H42AsCl2N2O3Ti", "method": "ωB97M-V/def2-TZVPD", "largest_force_ev_per_a": 2.67, "energy_ha": -5699.88238, "total_charge": 0, "gap_ev": [6.620, 7.869], "homo_energy_ev": [-6.39, -7.64], "multiplicity": 2, "lumo_ev": [0.2, 0.2], "elements": ["O", "C", "C", "C", "H", "C", "H", "C", "H", "C", "H", "C", "H", "H", "C", "C", "H", "H", "H", "C", "C", "H", "H", "H", "H", "Ti", "Cl", "Cl", "C", "O", "N", "C", "C", "H", "H", "H", "H", "H", "H", "H", "H", "H", "C", "C", "N", "H", "C", "O", "H", "H", "H", "H", "C", "C", "C", "C", "C", "C", "As", "C", "C", "C", "C", "C", "C", "C", "C", "C", "C", "C", "C", "H", "H", "H", "H", "H", "H", "H", "H", "H", "H", "H", "H", "H", "H", "H"], "coordinates": [[0.2508, 0.7199, -1.8507], [0.5392, 1.2870, -3.1007], [0.6104, 2.8068, -3.0076], [0.2748, 3.5251, -1.8584], [-0.0399, 2.9912, -0.9632], [0.2613, 4.9249, -1.8736], [-0.0379, 5.4568, -0.9629], [0.5963, 5.6232, -3.0374], [0.5691, 6.7152, -3.0547], [0.9555, 4.9047, -4.1952], [1.2104, 5.4409, -5.1164], [0.9666, 3.5123, -4.1671], [1.2123, 2.9192, -5.0552], [1.5113, 0.9491, -3.4922], [-0.3768, -0.6978, -4.4123], [-0.5373, 0.7568, -4.0601], [-1.0081, -0.9660, -5.2753], [-0.6929, -1.3184, -3.5373], [0.6674, -0.9101, -4.6508], [-1.6864, 1.4637, -4.1785], [-2.9602, 0.9860, -4.8137], [-1.7219, 2.4748, -3.7832], [-3.1779, 1.6067, -5.6927], [-3.7737, 1.1617, -4.0904], [-2.9296, -0.0754, -5.0974], [-0.9564, -0.2754, -0.8589], [-1.7601, 1.6147, 0.2303], [-2.7708, -0.6062, -2.2687], [-3.2255, -1.3771, 0.4581], [-1.9776, -1.5809, 0.3441], [-4.0400, -2.1433, 1.1629], [-3.5815, -3.4100, 1.7114], [-5.4076, -1.6887, 1.4107], [-3.7433, -0.5484, -0.0352], [-2.5195, -3.5515, 1.4784], [-4.1841, -4.2171, 1.2589], [-3.7298, -3.3915, 2.8027], [-5.5127, -0.6669, 1.0200], [-5.6065, -1.6814, 2.4922], [-6.1287, -2.3380, 0.8934], [1.0550, -5.2147, -1.7611], [3.5783, -4.3397, -1.4208], [1.0388, -4.4001, -2.5081], [3.3162, -3.4847, -2.0623], [1.8720, -3.2706, -2.0633], [0.0030, -4.0939, -2.6956], [1.3865, -2.1443, -1.5467], [0.1648, -1.9817, -1.2209], [3.7948, -2.5810, -1.6689], [2.1192, -1.3308, -1.4156], [1.4767, -4.7973, -3.4402], [3.6817, -3.6803, -3.0797], [0.9090, 4.2654, 3.5831], [1.3474, 4.1075, 2.2581], [1.2850, 2.8550, 1.6444], [0.7521, 1.7696, 2.3445], [0.3783, 1.9059, 3.6764], [0.4290, 3.1629, 4.2993], [0.7438, 0.0276, 1.4070], [2.5919, -0.4308, 2.0018], [3.6323, -0.5015, 1.0656], [4.9544, -0.6626, 1.5040], [5.2457, -0.7022, 2.8758], [4.2102, -0.5655, 3.8064], [2.8822, -0.4165, 3.3659], [-0.3628, -0.8744, 2.7671], [0.0143, -2.1261, 3.2463], [-0.8194, -2.7764, 4.1711], [-2.0344, -2.1991, 4.5527], [-2.4528, -0.9906, 3.9819], [-1.6213, -0.3532, 3.0612], [0.9496, 5.2419, 4.0610], [1.7540, 4.9617, 1.7046], [1.6734, 2.6987, 0.6321], [0.0636, 1.0338, 4.2507], [0.1048, 3.2514, 5.3392], [3.4097, -0.3802, 0.0009], [5.7675, -0.7388, 0.7807], [6.2738, -0.8240, 3.2144], [4.4242, -0.5539, 4.8768], [2.0896, -0.2435, 4.0957], [0.9331, -2.5910, 2.8776], [-0.5142, -3.7431, 4.5818], [-2.6746, -2.6989, 5.2808], [-3.4178, -0.5477, 4.2448], [-1.9473, 0.5615, 2.5563]], "lowdin_spin": [0.037, 0.008, -0.001, 0.000, 0.000, 0.000, 0.000, 0.000, 0.000, 0.000, 0.000, 0.000, 0.000, 0.000, 0.000, 0.001, 0.000, 0.000, 0.000, 0.002, 0.001, 0.000, 0.000, 0.000, 0.000, 0.889, -0.009, 0.013, 0.013, 0.011, 0.011, 0.001, 0.001, 0.001, 0.000, 0.000, 0.000, 0.000, 0.000, 0.000, 0.000, 0.000, 0.000, 0.000, 0.001, 0.000, 0.001, -0.001, 0.000, 0.000, 0.000, 0.000, 0.000, 0.000, 0.000, 0.002, 0.000, 0.000, 0.011, 0.004, 0.000, 0.000, 0.000, 0.000, 0.000, 0.000, 0.000, 0.000, 0.000, 0.000, 0.000, 0.000, 0.000, 0.000, 0.000, 0.000, 0.000, 0.000, 0.000, 0.000, 0.000, 0.000, 0.000, 0.000, 0.000, 0.000]}



[2]
{"formula": "C35H42BCl2F7N2O23", "method": "ωB97M-V/def2-TZVPD", "smiles": "CCCCCCC[C@@H](C#N)[C@](C#N)(B(O)O)/C(Cl)=C(\\C)Cl.O=C1OC[C@@H](F)O1.O=C1OC[C@@H](F)O1.O=C1OC[C@@H](F)O1.O=C1OC[C@@H](F)O1.O=C1OC[C@@H](F)O1.O=C1OC[C@@H](F)O1.O=C1OC[C@@H](F)O1", "largest_force_ev_per_a": 2.14, "e_above_lowest_kj_mol": 0.0, "energy_ha": -4843.31278, "total_charge": 0, "gap_ev": 9.842, "homo_energy_ev": -10.03, "lumo_ev": -0.2, "elements": ["C", "C", "C", "C", "C", "C", "C", "C", "C", "N", "C", "C", "N", "B", "O", "O", "C", "Cl", "C", "C", "Cl", "H", "H", "H", "H", "H", "H", "H", "H", "H", "H", "H", "H", "H", "H", "H", "H", "H", "H", "H", "H", "H", "C", "C", "O", "C", "O", "O", "F", "H", "H", "H", "C", "C", "O", "C", "O", "O", "F", "H", "H", "H", "C", "C", "O", "C", "O", "O", "F", "H", "H", "H", "C", "C", "O", "C", "O", "O", "F", "H", "H", "H", "C", "C", "O", "C", "O", "O", "F", "H", "H", "H", "C", "C", "O", "C", "O", "O", "F", "H", "H", "H", "C", "C", "O", "C", "O", "O", "F", "H", "H", "H"], "coordinates": [[4.3361, -6.0707, 3.2860], [5.4518, -5.6305, 2.2423], [4.9759, -4.4607, 1.2673], [5.5095, -3.0471, 1.7428], [4.6093, -2.4557, 2.9297], [3.6150, -1.3334, 2.4482], [2.3435, -1.9038, 1.6524], [1.5917, -3.0026, 2.5331], [1.4358, -2.4198, 3.9428], [1.2946, -1.9325, 4.9856], [0.2897, -3.5947, 1.8613], [0.8329, -4.1493, 0.4832], [1.2364, -4.5848, -0.5113], [-0.7894, -2.4736, 1.3469], [-0.8275, -1.1551, 1.8128], [-1.7276, -2.8193, 0.3322], [-0.3484, -4.8466, 2.5581], [-0.0222, -6.4918, 1.8514], [-1.1264, -4.8444, 3.6860], [-1.4923, -3.5801, 4.4769], [-1.7922, -6.3919, 4.3397], [3.3242, -5.8640, 2.8420], [4.4145, -7.1381, 3.6143], [4.4233, -5.4343, 4.2149], [6.3923, -5.3462, 2.7963], [5.6403, -6.5208, 1.5744], [3.8557, -4.4288, 1.1751], [5.4337, -4.6658, 0.2627], [5.5323, -2.3358, 0.8738], [6.5642, -3.1264, 2.1412], [4.1329, -3.2666, 3.5499], [5.3478, -1.9499, 3.6244], [3.3240, -0.6104, 3.2577], [4.1785, -0.7177, 1.6697], [1.7029, -0.9998, 1.4524], [2.7552, -2.3154, 0.6956], [2.3302, -3.8569, 2.6105], [-0.5888, -1.0897, 2.7575], [-2.4073, -3.3736, 0.7653], [-2.6181, -3.5464, 4.6034], [-1.0897, -3.6708, 5.5304], [-1.1720, -2.5913, 4.0869], [-3.6792, -0.5325, -0.8385], [-4.9319, -1.1750, -0.3260], [-5.9044, -0.1626, -0.5079], [-5.4791, 0.5723, -1.5743], [-6.1686, 1.3367, -2.1791], [-4.1779, 0.3218, -1.8664], [-4.8363, -1.4525, 0.9975], [-3.1730, 0.0698, -0.0801], [-2.9726, -1.2582, -1.2382], [-5.2326, -2.0749, -0.8686], [5.3960, 2.0732, -1.3645], [6.3425, 2.9839, -0.6416], [6.1814, 2.5962, 0.7141], [5.8334, 1.2818, 0.6848], [5.8747, 0.5525, 1.6281], [5.4360, 0.8972, -0.5603], [5.9655, 4.2837, -0.7700], [4.3745, 2.4622, -1.3881], [5.7152, 1.8631, -2.3833], [7.3947, 2.8727, -0.9362], [-2.0772, 1.8042, 4.6537], [-1.8149, 3.2685, 4.4633], [-0.5212, 3.2875, 3.8886], [-0.4025, 2.1186, 3.2002], [0.4340, 1.9038, 2.3780], [-1.3663, 1.2260, 3.5616], [-1.7728, 3.9168, 5.6501], [-1.6709, 1.4235, 5.5938], [-3.1380, 1.5597, 4.6052], [-2.5198, 3.7699, 3.7951], [-9.0286, 0.4221, -2.1511], [-10.0247, -0.2610, -3.0395], [-11.2300, -0.1558, -2.3085], [-11.1155, 0.9848, -1.5651], [-12.0285, 1.5340, -1.0353], [-9.8249, 1.4167, -1.5136], [-9.7240, -1.5751, -3.1945], [-8.6113, -0.2480, -1.3954], [-8.2122, 0.8721, -2.7085], [-10.1489, 0.2055, -4.0202], [-6.5377, 3.5910, -4.3703], [-5.0942, 3.6818, -4.7607], [-5.0658, 4.8104, -5.6139], [-6.0777, 5.6231, -5.1895], [-6.1887, 6.7695, -5.4918], [-6.9390, 4.9584, -4.3712], [-4.7072, 2.5908, -5.4705], [-7.1365, 3.0374, -5.0989], [-6.6756, 3.1423, -3.3895], [-4.4106, 3.8371, -3.9228], [-0.8331, 2.0658, -1.1661], [-0.3211, 3.3441, -1.7583], [-1.4871, 3.9295, -2.3061], [-2.5221, 3.4879, -1.5371], [-3.6098, 3.9743, -1.5315], [-2.1555, 2.4241, -0.7699], [0.5566, 3.1026, -2.7617], [-0.8799, 1.2542, -1.8969], [-0.2436, 1.7349, -0.3103], [0.1277, 4.0288, -1.0341], [7.4257, 3.8455, -4.9300], [8.6989, 3.2046, -5.3959], [9.4424, 3.0692, -4.1984], [8.5249, 2.9370, -3.2034], [8.7767, 2.5394, -2.1056], [7.2826, 3.3083, -3.6170], [9.3761, 4.0174, -6.2383], [7.5012, 4.9336, -4.8710], [6.5727, 3.5859, -5.5560], [8.5674, 2.2230, -5.8582]], "mulliken_charge": [-0.642, -0.630, 0.023, -0.575, -0.417, -0.299, -0.354, 2.324, -0.585, -0.711, 2.283, -1.128, -0.613, 0.317, -0.337, -0.470, -0.495, -0.159, 0.177, -0.799, -0.177, 0.029, 0.381, 0.208, 0.251, 0.340, -0.301, 0.465, 0.086, 0.428, 0.049, 0.507, 0.516, -0.246, 0.173, 0.415, -1.118, 0.137, 0.290, 0.363, 0.333, -0.028, -0.074, 0.373, -0.351, 0.521, -0.521, -0.276, -0.284, -0.021, 0.259, 0.288, -0.202, 0.705, -0.346, 0.521, -0.529, -0.346, -0.356, 0.264, 0.129, 0.223, -0.535, 0.259, -0.334, 0.580, -0.435, -0.112, -0.293, 0.332, 0.300, 0.282, 0.053, 0.356, -0.321, 0.625, -0.512, -0.310, -0.287, 0.119, 0.003, 0.298, -0.062, 0.653, -0.369, 0.599, -0.518, -0.349, -0.301, 0.186, 0.094, 0.101, -0.218, 0.333, -0.316, 0.570, -0.533, -0.163, -0.310, 0.236, 0.095, 0.335, -0.464, 0.269, -0.327, 0.648, -0.570, -0.262, -0.289, 0.282, 0.295, 0.297]}



[3]
{"formula": "C35H42ClN2O4Zr", "method": "ωB97M-V/def2-TZVPD", "largest_force_ev_per_a": 0.71, "e_above_lowest_kj_mol": 17.0, "energy_ha": -2276.61567, "total_charge": 1, "gap_ev": 7.676, "homo_energy_ev": -11.23, "lumo_ev": -3.6, "elements": ["Zr", "C", "C", "C", "C", "C", "C", "C", "C", "C", "C", "H", "H", "H", "H", "H", "H", "H", "H", "H", "H", "H", "H", "H", "H", "O", "C", "O", "C", "O", "O", "C", "C", "C", "C", "C", "C", "C", "C", "N", "C", "C", "C", "C", "C", "C", "C", "C", "C", "C", "H", "H", "H", "H", "H", "H", "H", "H", "H", "H", "H", "H", "H", "H", "H", "H", "H", "H", "H", "H", "H", "H", "H", "H", "Cl", "C", "C", "C", "C", "N", "C", "H", "H", "H", "H"], "coordinates": [[0.3787, -0.4449, 0.6846], [4.0196, -0.1733, 2.9982], [3.7736, 1.2199, 2.4113], [3.0013, 2.0962, 3.3937], [3.1881, 1.1922, 1.0056], [3.9260, 0.6151, -0.0364], [3.5959, 0.8219, -1.3662], [2.5040, 1.6134, -1.7283], [2.1943, 1.9060, -3.1688], [1.7120, 2.1175, -0.7048], [2.0346, 1.9030, 0.6420], [4.5216, -0.0801, 3.9605], [4.6671, -0.7780, 2.3594], [3.0796, -0.6985, 3.1716], [4.7580, 1.6823, 2.2731], [2.0085, 1.6951, 3.5923], [2.9121, 3.1213, 3.0309], [3.5376, 2.1294, 4.3412], [4.8295, 0.0638, 0.1983], [4.2206, 0.3931, -2.1415], [2.9093, 2.6243, -3.5731], [1.1960, 2.3266, -3.2796], [2.2568, 1.0060, -3.7817], [0.8434, 2.7125, -0.9498], [1.4430, 2.3891, 1.4120], [0.4926, -0.9443, 4.7280], [0.2601, -0.9822, 3.5633], [0.7281, -0.1127, 2.6516], [-0.5846, -2.0889, 2.8652], [-0.8853, -3.1175, 3.3833], [-0.8563, -1.7408, 1.6043], [-2.9828, -3.2249, -3.3691], [-1.8386, -2.3977, -2.8519], [-0.5241, -2.6834, -3.2546], [0.5297, -1.9315, -2.7875], [1.9486, -2.2189, -3.1937], [0.2607, -0.8654, -1.9171], [-1.0460, -0.5490, -1.4826], [-2.0875, -1.3659, -1.9671], [-1.1075, 0.3875, -0.4482], [-2.2343, 1.2583, -0.0265], [-3.5871, 0.9961, -0.6953], [-4.6329, 1.9917, -0.1719], [-4.7943, 1.7991, 1.3393], [-3.4553, 2.0673, 2.0307], [-3.0118, 3.5033, 1.7378], [-2.8631, 3.6961, 0.2260], [-4.1982, 3.4267, -0.4688], [-1.8162, 2.7135, -0.3005], [-2.4089, 1.0873, 1.4887], [-2.6303, -4.1321, -3.8556], [-3.5596, -2.6524, -4.0975], [-3.6595, -3.5066, -2.5627], [-0.3435, -3.5040, -3.9382], [2.0023, -3.0982, -3.8328], [2.5808, -2.3925, -2.3185], [2.3763, -1.3783, -3.7433], [1.1071, -0.2193, -1.6704], [-3.1022, -1.2118, -1.6441], [-3.9349, -0.0065, -0.4394], [-3.4962, 1.0738, -1.7822], [-5.5815, 1.7835, -0.6716], [-5.1356, 0.7829, 1.5557], [-5.5521, 2.4857, 1.7242], [-3.5534, 1.9204, 3.1082], [-2.0624, 3.7145, 2.2402], [-3.7492, 4.2069, 2.1315], [-2.5336, 4.7163, 0.0158], [-4.0984, 3.5753, -1.5481], [-4.9558, 4.1290, -0.1131], [-0.8654, 2.8994, 0.2100], [-1.6588, 2.8483, -1.3760], [-2.6972, 0.0552, 1.7033], [-1.4478, 1.2733, 1.9972], [0.4025, -6.0354, -0.9550], [1.3662, -4.7692, -0.3175], [2.6964, -4.9750, 0.0189], [3.4219, -3.9084, 0.5199], [2.8059, -2.6799, 0.6577], [1.5215, -2.4849, 0.3284], [0.8081, -3.5180, -0.1394], [3.1429, -5.9518, -0.1073], [4.4571, -4.0290, 0.8046], [3.3457, -1.8275, 1.0450], [-0.2337, -3.3416, -0.3760]], "mulliken_charge": [0.459, -1.259, 0.450, -1.674, 1.106, -0.635, -0.245, 0.115, -1.535, 0.450, -1.631, 0.483, 0.384, 0.126, 0.496, 0.181, 0.436, 0.470, 0.510, 0.509, 0.444, 0.318, 0.269, 0.426, 0.448, -0.546, 0.598, -0.116, 0.294, -0.566, -0.643, -1.853, 0.413, -0.784, -0.410, -1.409, 1.919, 0.565, -0.786, 0.777, 2.204, -2.314, 0.227, -1.409, 0.288, -1.339, 0.300, -1.394, -1.164, -1.865, 0.410, 0.337, 0.396, 0.408, 0.428, 0.188, 0.244, -0.280, 0.256, 0.633, 0.528, 0.319, 0.549, 0.554, 0.353, 0.451, 0.558, 0.363, 0.546, 0.565, -0.117, 0.384, 0.561, 0.460, -0.186, -0.123, -0.377, -0.956, -0.205, 0.514, -0.640, 0.491, 0.519, 0.045, 0.739]}